Record 1
Here is C17H40MnNOP3 as an isolated structure from the Open Molecules 2025 dataset. Energies are from the ωB97M-V functional and the def2-TZVPD basis.

ORCA input file:
```
! wB97M-V def2-TZVPD RIJCOSX def2/J DEFGRID3
* xyz 3 5
Mn 0.42796 -0.38175 0.30251
P 1.46204 2.07621 -0.02635
P -0.89898 1.52148 2.98265
P -1.73397 0.57333 -0.66101
H 1.75560 -6.21115 -1.74473
C 1.45721 -5.62706 -2.62200
C 2.31631 -4.88351 -3.31461
H 3.35575 -4.74277 -3.00434
C 3.21715 1.99230 0.47151
C 0.93656 3.71365 0.63514
C 1.57331 2.36563 -1.82751
C -1.95194 0.24963 3.68797
C 0.37140 1.90695 4.19435
C -1.89308 3.00912 2.78639
C -1.71030 0.04634 -2.42557
C -2.32337 2.29759 -0.89755
C -3.17362 -0.38610 -0.02640
H 0.45054 -5.82066 -3.01215
H 2.05397 -4.50882 -4.31063
H 3.65198 1.05969 0.08900
H 3.30636 2.00528 1.56682
H 3.77939 2.84448 0.06644
H 1.02755 3.73568 1.72830
H -0.10592 3.92837 0.37207
H 1.56751 4.51473 0.22459
H 1.91483 1.44187 -2.31182
H 2.29312 3.16568 -2.04543
H 0.59414 2.64012 -2.24112
H -2.72143 0.70891 4.32795
H -1.35464 -0.44253 4.29458
H -2.44531 -0.32114 2.89185
H 0.05319 2.76145 4.81645
H 1.31682 2.18322 3.69939
H 0.54732 1.04734 4.86081
H -2.84777 2.90368 3.33166
H -2.11288 3.20227 1.72659
H -1.36801 3.88368 3.20870
H -2.60369 0.44021 -2.93015
H -1.70309 -1.04595 -2.48730
H -0.78861 0.41292 -2.89804
H -2.98549 2.32977 -1.78191
H -1.46884 2.96967 -1.08191
H -2.89124 2.64988 -0.02341
H -4.05837 -0.22352 -0.66793
H -3.40776 -0.07274 1.00470
H -2.91383 -1.45964 -0.02583
C 1.35046 -1.97500 -1.26916
C 0.49944 -2.85301 -0.50708
C -0.64337 -3.38123 -1.11359
C -0.83545 -3.24537 -2.48201
C 0.13182 -2.56884 -3.26463
C 1.22165 -1.96002 -2.68519
O 2.06676 -1.04379 -0.64057
H -0.25632 1.01466 1.73814
H 0.75931 -3.09230 0.52913
H -1.36951 -3.91838 -0.50173
H -1.70199 -3.70228 -2.97312
H 0.04905 -2.55981 -4.35189
H 2.00995 -1.47017 -3.26478
N 1.53092 -0.83166 2.26365
H 2.06221 -0.08392 2.71434
H 2.20627 -1.51728 1.92379
H 0.95094 -1.26538 2.98198
*
```

Values from the calculation:
E_HOMO (spin up / spin down), Ha: -0.616 / -0.583
Energy above the lowest of the compared OMol25 structures with the same formula, charge and spin, eV: 1.612
Frontier orbital gap (spin up / spin down), eV: 6.9078 / 2.6213

=====

Record 2
Here is C17H41N3O7 as an isolated structure from the Open Molecules 2025 dataset. Energies are from the ωB97M-V functional and the def2-TZVPD basis.

ORCA input file:
```
! wB97M-V def2-TZVPD RIJCOSX def2/J DEFGRID3
* xyz 0 1
C 3.23671 12.39729 11.39937
O 4.50917 11.73614 11.38203
C 5.06785 11.56401 12.62895
C 6.41752 10.97064 12.32123
O 7.41815 11.94802 12.34238
C 7.69191 12.55469 11.07733
H 2.35242 11.76418 11.47234
H 3.26832 12.91251 10.43934
H 3.08725 13.17847 12.14470
H 4.49010 10.87075 13.24026
H 5.15631 12.47716 13.21755
H 6.46357 10.36284 11.41759
H 6.66393 10.31295 13.15479
H 8.07662 11.78606 10.40701
H 8.49395 13.26883 11.26397
H 6.84289 13.02567 10.58192
C 4.06520 14.47233 5.83910
O 3.39237 14.57089 7.00885
C 3.12197 13.18794 7.48419
C 2.60788 13.32559 8.95172
O 1.33751 13.99523 8.89747
C 0.80280 14.16809 10.21754
H 3.56407 13.81037 5.13285
H 5.03486 13.97473 5.85546
H 4.31506 15.49996 5.57517
H 4.03249 12.58941 7.51301
H 2.38766 12.69098 6.85022
H 3.39078 13.78221 9.55723
H 2.36368 12.35080 9.37393
H -0.06125 14.81410 10.06194
H 1.57445 14.82347 10.62146
H 0.61995 13.29214 10.83994
C 1.01904 15.64555 6.35755
C -0.40352 15.42136 6.82121
O -1.35532 15.92577 6.27513
N -0.52425 14.77399 7.92845
C -1.82481 14.59068 8.59353
H 0.87966 16.25406 5.46403
H 1.56786 14.72954 6.13885
H 1.56937 16.33831 6.99419
H 0.32282 14.54495 8.42857
H -2.58558 14.36949 7.84493
H -2.20911 15.48816 9.07823
H -1.90431 13.79336 9.33249
C 3.59273 16.66534 10.37660
C 2.20909 16.90176 11.04466
O 2.15700 17.18052 12.18799
N 1.19737 16.71319 10.24298
C -0.14866 16.66404 10.72004
H 4.17049 15.79922 10.69930
H 3.98894 17.64019 10.66085
H 3.54181 16.51614 9.29807
H 1.27519 16.40274 9.28503
H -0.47643 17.24339 11.58319
H -0.30346 15.62385 11.00664
H -0.82935 16.80678 9.88076
C 3.62114 11.56399 5.03885
C 4.90188 12.26646 4.71760
O 5.78791 12.33479 5.55962
N 4.91474 12.83665 3.50870
C 6.02509 13.77913 3.20552
H 2.74073 11.83368 4.45555
H 3.42778 11.70296 6.10252
H 3.63080 10.49794 4.81177
H 4.08375 12.84946 2.93477
H 5.78321 14.77826 3.56791
H 5.97639 13.85785 2.11946
H 7.01005 13.54180 3.60754
*
```

Values from the calculation:
E_HOMO, Ha: -0.329
Energy above the lowest of the compared OMol25 structures with the same formula, charge and spin, eV: 4.368
Frontier orbital gap, eV: 9.3527

=====

Record 3
Here is a 4-piece molecular cluster, C17H41NO9P overall from the Open Molecules 2025 dataset. Energies are from the ωB97M-V functional and the def2-TZVPD basis.

ORCA input file:
```
! wB97M-V def2-TZVPD RIJCOSX def2/J DEFGRID3
* xyz -1 1
C 2.95016 0.12153 0.29247
O 3.06288 0.68240 -1.07860
C 1.81790 0.43429 -1.84491
P 0.28725 1.33824 -1.12259
C -0.95113 0.22142 -2.05228
C -2.32492 -0.13362 -1.23170
N -3.16656 1.09078 -0.86020
C 0.35119 2.63672 -2.54933
O -0.62670 3.72480 -2.22409
O 0.08586 4.53892 -1.47534
H 3.99877 0.11793 0.86252
H 2.53147 -0.97793 0.31901
H 2.22631 0.78439 0.96954
H 1.99143 0.89832 -2.92921
H 1.68865 -0.72509 -1.96944
H 1.23365 2.20689 -0.40851
H -0.76614 2.13956 -0.53270
H 0.17422 0.45303 0.00817
H -1.29776 0.68607 -3.09415
H -0.45699 -0.82662 -2.33931
H -2.14952 -0.82746 -0.28263
H -3.00795 -0.75849 -1.98567
H -3.00265 1.30906 0.15107
H -2.77235 1.92523 -1.37253
H 0.19916 2.18192 -3.61639
H 1.41904 3.13227 -2.48087
H -0.49145 5.05229 -0.83781
O 3.37511 -3.49107 2.52680
C 4.36298 -3.59903 1.80526
O 4.40025 -4.53434 0.83107
C 5.42549 -4.62853 -0.17492
C 6.62521 -5.39617 0.34630
C 5.58123 -2.75571 2.05073
H 5.69034 -3.63980 -0.55960
H 4.98666 -5.17862 -1.01356
H 7.08632 -4.89320 1.20012
H 7.38002 -5.50993 -0.43700
H 6.32206 -6.39003 0.69192
H 6.16999 -3.20178 2.85516
H 5.25483 -1.75602 2.35123
H 6.20772 -2.61968 1.17063
O -1.75736 -4.47627 -1.42364
C -2.96960 -4.62813 -1.29876
O -3.77263 -4.64724 -2.38504
C -5.16993 -4.99242 -2.36447
C -6.01800 -3.79103 -1.99335
C -3.59098 -4.70428 0.06640
H -5.35197 -5.85496 -1.71747
H -5.42545 -5.30946 -3.38068
H -5.78322 -3.42560 -0.99038
H -7.08145 -4.04408 -2.02906
H -5.82868 -2.96201 -2.68327
H -3.71783 -3.69330 0.45954
H -2.91919 -5.26666 0.72112
H -4.54549 -5.22775 0.08759
O -1.07974 4.27819 0.91886
C -1.33504 5.18686 1.70455
O -0.69315 6.37208 1.61242
C -1.03883 7.55104 2.36246
C -0.39674 7.52518 3.73626
C -2.29774 4.96724 2.83615
H -2.12316 7.68583 2.40466
H -0.64359 8.40286 1.79973
H -0.74742 6.67701 4.32977
H -0.61953 8.44570 4.28326
H 0.68974 7.42061 3.64821
H -1.78065 4.46006 3.65354
H -3.11542 4.33598 2.47681
H -2.75898 5.88155 3.20613
*
```

Values from the calculation:
E_HOMO, Ha: -0.101
Frontier orbital gap, eV: 5.1514

=====

Record 4
Here is C17H42B3FN3O6PS as an isolated structure from the Open Molecules 2025 dataset. Energies are from the ωB97M-V functional and the def2-TZVPD basis.

ORCA input file:
```
! wB97M-V def2-TZVPD RIJCOSX def2/J DEFGRID3
* xyz 0 1
C -7.18514 6.38726 -0.24407
C -7.71938 5.20290 0.51212
O -8.75897 5.21001 1.13527
N -6.91950 4.02798 0.43077
C -7.66707 2.80719 0.78683
B -5.62286 4.13120 1.05668
O -5.32475 3.54893 2.28235
B -4.13330 2.82692 2.28292
C -4.00845 1.45579 3.05345
C -5.01301 0.43717 2.53409
F -2.71694 0.92829 2.83536
O -3.07491 3.29603 1.51575
B -3.49689 3.88059 0.33653
P -2.84753 3.37343 -1.42933
O -1.33904 2.88676 -1.26296
O -3.56949 1.95658 -1.74847
S -3.22051 4.71614 -2.75170
O -4.55302 4.75320 0.39056
H -6.63945 6.08062 -1.13295
H -8.03189 7.01286 -0.52206
H -6.52683 6.98227 0.39379
H -8.08343 2.83696 1.79254
H -6.99542 1.94861 0.71747
H -8.45958 2.66171 0.05403
H -4.10924 1.58191 4.13584
H -4.77891 -0.53744 2.96763
H -4.93821 0.33918 1.44741
H -6.03049 0.69591 2.82731
H -1.10669 2.31352 -2.01021
H -4.52462 2.08962 -1.82909
C 0.91960 1.83584 1.04958
C 2.36081 1.39896 1.25789
N 2.75880 0.31107 0.38072
C 4.03084 -0.28511 0.74101
C 5.29876 0.57226 0.63216
C 2.54494 0.53904 -1.03696
C 3.22409 1.75336 -1.68633
H 0.23503 0.99441 1.16466
H 0.65346 2.59199 1.78908
H 0.76112 2.27817 0.06815
H 2.47596 1.04300 2.28512
H 3.01328 2.28223 1.16320
H 4.16503 -1.18873 0.13982
H 3.94455 -0.63395 1.77504
H 5.61537 0.70760 -0.40123
H 6.11874 0.07846 1.15713
H 5.16716 1.55578 1.08389
H 1.46749 0.62154 -1.20175
H 2.84296 -0.37070 -1.56554
H 3.13960 2.64601 -1.06536
H 2.74556 1.97540 -2.64236
H 4.27959 1.57842 -1.88838
C 3.12535 -4.78513 -3.29993
C 3.70617 -5.80576 -2.33329
N 4.75930 -5.26324 -1.49405
C 5.49610 -6.27952 -0.76545
C 4.75061 -7.09934 0.29573
C 4.40691 -4.07144 -0.74291
C 3.21943 -4.14655 0.22726
H 3.91045 -4.34451 -3.91559
H 2.40625 -5.27266 -3.95917
H 2.59907 -3.98139 -2.78414
H 4.14565 -6.62243 -2.91222
H 2.88110 -6.24873 -1.75208
H 6.36172 -5.79892 -0.30141
H 5.90626 -6.97126 -1.50767
H 4.56889 -6.52678 1.20426
H 5.35145 -7.96677 0.57525
H 3.79383 -7.47030 -0.07273
H 4.21158 -3.27033 -1.46071
H 5.29692 -3.74578 -0.19773
H 2.36565 -4.67500 -0.19899
H 2.88361 -3.13725 0.47426
H 3.48644 -4.63411 1.16388
*
```

Values from the calculation:
E_HOMO, Ha: -0.297
Frontier orbital gap, eV: 7.9527

=====

Sequential max |F| output: 3.34; 5.61; 6.42; 1.30 eV/A